Entry 1:
55
Properties=species:S:1:pos:R:3 method="wB97M-V/def2-TZVPD" total_charge=0 lumo_ev=0.0
C 1.176 -1.334 3.048
C 1.984 -0.968 4.293
I 3.491 0.499 3.732
C 2.657 -2.213 4.913
I 2.753 -1.956 7.054
O 3.964 -2.422 4.435
S 4.346 -4.026 4.227
O 5.036 -4.435 5.403
O 5.532 -3.720 3.132
P 5.252 -2.809 1.780
N 5.539 -3.572 0.469
H 0.960 -2.403 3.013
H 1.674 -1.083 2.116
H 0.230 -0.796 3.061
H 1.415 -0.448 5.051
H 2.040 -3.079 4.671
H 3.928 -2.415 1.925
H 6.019 -1.662 2.004
H 6.306 -3.147 -0.044
C -2.283 -0.733 -0.913
C -1.476 -1.423 0.199
C -0.710 -2.693 -0.180
F -1.559 -3.661 -0.573
F -0.025 -3.154 0.898
F -2.267 -1.660 1.267
F -0.537 -0.510 0.593
O -3.679 -0.975 -0.954
C -4.222 -2.034 -1.632
C -4.981 -2.974 -0.689
F -4.150 -3.479 0.244
F -5.487 -3.999 -1.412
F -3.309 -2.697 -2.365
F -5.142 -1.532 -2.491
H -2.217 0.323 -0.683
H -1.818 -0.864 -1.889
H 0.007 -2.491 -0.981
H -5.793 -2.436 -0.196
C -2.065 4.567 -2.255
C -1.552 5.877 -2.872
C -1.376 5.927 -4.393
F -0.453 5.034 -4.802
F -0.951 7.163 -4.735
F -0.408 6.252 -2.265
F -2.498 6.819 -2.591
O -1.107 3.698 -1.677
C -0.448 2.747 -2.403
C 1.068 2.972 -2.397
F 1.366 4.161 -2.948
F 1.649 1.995 -3.132
F -0.933 2.629 -3.653
F -0.658 1.552 -1.781
H -2.673 4.883 -1.410
H -2.733 4.037 -2.935
H -2.325 5.728 -4.898
H 1.448 2.938 -1.374

---

Entry 2:
51
Properties=species:S:1:pos:R:3 method="wB97M-V/def2-TZVPD" smiles="FC(F)C(F)(F)COC(F)(F)C(F)F.FC(F)C(F)(F)COC(F)(F)C(F)F.O=C(O)CC[PH3]I" de_lowest_kcal_mol=22.7 total_charge=0 lumo_ev=0.2
F -2.354 0.681 -0.076
C -2.328 0.724 1.269
F -1.021 0.865 1.618
C -2.912 -0.536 1.906
F -2.179 -1.629 1.581
F -2.804 -0.403 3.260
C -4.398 -0.816 1.600
O -4.673 -1.769 0.567
C -4.708 -1.291 -0.762
F -4.658 0.054 -0.764
F -5.929 -1.620 -1.241
C -3.629 -1.930 -1.642
F -2.388 -1.664 -1.176
F -3.685 -1.439 -2.904
H -2.860 1.620 1.600
H -4.809 -1.279 2.502
H -4.979 0.101 1.474
H -3.749 -3.015 -1.685
F 3.933 -3.110 -0.125
C 4.744 -3.357 0.921
F 4.794 -4.708 1.051
C 4.242 -2.718 2.215
F 3.044 -3.234 2.580
F 5.114 -3.058 3.210
C 4.147 -1.177 2.212
O 2.851 -0.611 1.976
C 2.459 -0.426 0.633
F 3.507 -0.654 -0.181
F 2.177 0.899 0.512
C 1.222 -1.253 0.262
F 1.449 -2.575 0.411
F 0.884 -1.060 -1.038
H 5.751 -3.010 0.672
H 4.392 -0.859 3.229
H 4.914 -0.713 1.587
H 0.368 -0.983 0.888
O -1.831 3.692 -2.986
C -0.629 3.472 -3.298
O 0.149 4.458 -4.002
C 0.054 2.100 -2.864
C 0.867 2.151 -1.474
P 0.411 3.590 -0.312
I 0.045 5.424 1.325
H 0.829 3.897 -4.459
H 0.829 1.846 -3.687
H -0.660 1.203 -2.843
H 1.986 2.276 -1.747
H 0.781 1.138 -0.950
H 0.900 2.787 0.792
H -0.991 3.495 -0.573
H 1.331 4.426 -1.063

---

Entry 3:
36
Properties=species:S:1:pos:R:3 method="wB97M-V/def2-TZVPD" smiles="OC1(C2=CC(C(F)(F)F)=CN3C=NCN23)CCCCC1" total_charge=0 lumo_ev=0.3
O 0.570 -0.321 -1.670
C 0.515 -0.699 -0.286
C -0.325 0.403 0.368
C -1.697 0.352 0.593
C -2.498 1.551 0.712
C -4.027 1.548 0.589
F -4.581 0.715 1.590
F -4.688 2.640 0.788
F -4.319 1.134 -0.627
C -2.009 2.868 0.785
N -0.615 2.994 0.773
C 0.011 4.137 0.296
N 1.203 3.758 -0.259
C 1.357 2.301 -0.207
N 0.140 1.779 0.580
C 1.995 -0.760 0.184
C 2.744 -2.128 -0.185
C 2.030 -3.472 -0.128
C 0.650 -3.367 -0.794
C -0.141 -2.193 -0.134
H -0.323 -0.406 -2.114
H -2.180 -0.683 0.477
H -2.620 3.630 0.735
H -0.327 5.165 0.335
H 1.525 1.922 -1.228
H 2.217 2.055 0.439
H 2.581 0.032 -0.239
H 1.874 -0.708 1.215
H 3.057 -2.018 -1.218
H 3.729 -2.110 0.505
H 2.695 -4.200 -0.625
H 1.905 -3.640 0.950
H 0.105 -4.262 -0.642
H 0.737 -3.197 -1.884
H -0.255 -2.480 0.922
H -1.036 -2.340 -0.598

---

Entry 4:
34
Properties=species:S:1:pos:R:3 method="wB97M-V/def2-TZVPD" smiles="CCOC(=O)[C@@]1(F)CCCC1=O.c1ccncc1" de_lowest_kcal_mol=108.5 total_charge=0 lumo_ev=0.5
C 3.434 -0.694 -2.121
C 2.167 -1.504 -1.920
O 1.062 -0.558 -1.945
C -0.108 -1.110 -1.605
O -0.221 -2.330 -1.426
C -1.075 -0.034 -1.261
F -0.850 0.150 0.279
C -0.814 1.421 -1.651
C -2.179 2.086 -1.582
C -3.203 0.977 -1.755
C -2.560 -0.351 -1.314
O -3.049 -1.401 -1.296
H 4.265 -1.396 -2.151
H 3.404 -0.134 -3.062
H 3.584 -0.011 -1.277
H 2.003 -2.230 -2.724
H 2.171 -2.000 -0.943
H -0.018 1.927 -1.077
H -0.531 1.303 -2.735
H -2.292 2.886 -2.332
H -2.304 2.532 -0.591
H -3.547 0.927 -2.800
H -4.100 1.126 -1.151
C 0.695 -0.173 4.707
C 0.745 1.060 3.927
C 0.422 0.970 2.579
N 0.065 -0.064 1.909
C 0.040 -1.294 2.602
C 0.349 -1.357 4.004
H 0.914 -0.175 5.761
H 1.011 1.979 4.429
H 0.436 1.848 1.949
H -0.218 -2.081 2.053
H 0.305 -2.295 4.519

---

Entry 5:
38
Properties=species:S:1:pos:R:3 method="wB97M-V/def2-TZVPD" smiles=CCCSc1nnc(CSc2nc3nc(C)cc(C)n3n2)o1 total_charge=0 lumo_ev=0.4
C 0.502 2.979 3.609
C -0.189 1.631 3.443
C -0.910 1.576 2.106
S -1.802 -0.003 1.837
C -0.502 -1.037 1.388
N -0.593 -2.221 0.863
N 0.668 -2.616 0.585
C 1.461 -1.666 0.948
C 2.906 -1.551 0.694
S 3.261 0.089 -0.090
C 1.738 0.288 -0.912
N 0.997 1.399 -0.825
C -0.138 1.062 -1.416
N -1.250 1.759 -1.557
C -2.278 1.151 -2.106
C -3.537 1.940 -2.242
C -2.231 -0.194 -2.528
C -1.079 -0.927 -2.383
C -0.891 -2.362 -2.701
N -0.038 -0.263 -1.846
N 1.168 -0.733 -1.535
O 0.781 -0.628 1.500
H 1.029 3.016 4.559
H -0.225 3.787 3.584
H 1.219 3.136 2.807
H -0.907 1.473 4.251
H 0.556 0.835 3.493
H -1.696 2.329 2.054
H -0.226 1.724 1.271
H 3.218 -2.359 0.036
H 3.490 -1.551 1.614
H -3.872 1.940 -3.277
H -4.321 1.492 -1.633
H -3.364 2.959 -1.913
H -3.110 -0.658 -2.945
H -0.727 -2.907 -1.769
H -1.760 -2.765 -3.212
H 0.001 -2.494 -3.311

---

Entry 6:
30
Properties=species:S:1:pos:R:3 method="wB97M-V/def2-TZVPD" smiles=C[Si](C)(C)c1cccc2ccccc12 de_lowest_kcal_mol=4.8 total_charge=0 lumo_ev=0.5
C -0.370 2.895 0.150
Si -1.135 1.249 0.654
C -0.391 0.975 2.368
C -2.970 1.330 1.057
C -0.642 -0.243 -0.350
C -1.575 -1.245 -0.342
C -1.265 -2.587 -0.637
C 0.016 -2.937 -0.901
C 1.039 -1.931 -1.020
C 2.358 -2.216 -1.443
C 3.273 -1.189 -1.560
C 2.967 0.116 -1.162
C 1.694 0.435 -0.780
C 0.702 -0.572 -0.683
H -0.674 2.976 -0.883
H 0.746 2.894 0.348
H -0.763 3.711 0.738
H 0.681 1.150 2.382
H -0.842 1.668 3.050
H -0.532 -0.051 2.732
H -3.414 0.422 1.438
H -3.085 2.144 1.796
H -3.500 1.545 0.111
H -2.583 -0.936 -0.122
H -2.049 -3.332 -0.630
H 0.253 -3.977 -1.038
H 2.638 -3.239 -1.703
H 4.288 -1.381 -1.840
H 3.717 0.883 -1.208
H 1.418 1.444 -0.521

---

Entry 7:
30
Properties=species:S:1:pos:R:3 method="wB97M-V/def2-TZVPD" smiles="CC1=c2ccccc2=C[C@@H]([SiH]2CC2)C1" de_lowest_kcal_mol=114.3 total_charge=0 lumo_ev=0.1
C 0.684 -2.500 -0.538
C 0.322 -1.133 -0.914
C -0.919 -0.676 -1.181
C -2.057 -1.576 -1.291
C -3.141 -1.031 -1.840
C -3.291 0.311 -2.342
C -2.276 1.142 -2.301
C -1.048 0.810 -1.583
C -0.019 1.668 -1.279
C 1.075 1.211 -0.347
Si 0.295 0.937 1.407
C 1.536 0.565 2.798
C 0.982 1.980 2.901
C 1.481 -0.160 -0.877
H 0.943 -2.495 0.457
H 1.443 -3.055 -1.148
H -0.097 -3.216 -0.577
H -2.252 -2.535 -0.784
H -3.965 -1.736 -2.065
H -4.171 0.587 -2.907
H -2.285 2.207 -2.592
H -0.267 2.773 -1.502
H 1.781 1.897 -0.202
H -1.006 0.282 1.499
H 2.558 0.578 2.319
H 1.471 -0.270 3.496
H 0.306 2.369 3.705
H 1.633 2.799 2.904
H 1.774 -0.035 -1.909
H 2.153 -0.641 -0.280

---

Copy entry 3 word for word.
36
Properties=species:S:1:pos:R:3 method="wB97M-V/def2-TZVPD" smiles="OC1(C2=CC(C(F)(F)F)=CN3C=NCN23)CCCCC1" total_charge=0 lumo_ev=0.3
O 0.570 -0.321 -1.670
C 0.515 -0.699 -0.286
C -0.325 0.403 0.368
C -1.697 0.352 0.593
C -2.498 1.551 0.712
C -4.027 1.548 0.589
F -4.581 0.715 1.590
F -4.688 2.640 0.788
F -4.319 1.134 -0.627
C -2.009 2.868 0.785
N -0.615 2.994 0.773
C 0.011 4.137 0.296
N 1.203 3.758 -0.259
C 1.357 2.301 -0.207
N 0.140 1.779 0.580
C 1.995 -0.760 0.184
C 2.744 -2.128 -0.185
C 2.030 -3.472 -0.128
C 0.650 -3.367 -0.794
C -0.141 -2.193 -0.134
H -0.323 -0.406 -2.114
H -2.180 -0.683 0.477
H -2.620 3.630 0.735
H -0.327 5.165 0.335
H 1.525 1.922 -1.228
H 2.217 2.055 0.439
H 2.581 0.032 -0.239
H 1.874 -0.708 1.215
H 3.057 -2.018 -1.218
H 3.729 -2.110 0.505
H 2.695 -4.200 -0.625
H 1.905 -3.640 0.950
H 0.105 -4.262 -0.642
H 0.737 -3.197 -1.884
H -0.255 -2.480 0.922
H -1.036 -2.340 -0.598